The following is a quantum chemistry calculation of a molecular structure, C25H31ClO13P2PdS2Se, from the OMol25 dataset.

Results
- LUMO (spin up / spin down) (Ha) = -0.0017 / -0.1213
- HOMO level (spin up / spin down) (eV) = -7.2 / -8.9
- spin multiplicity = 5
- gap between HOMO and LUMO (spin up / spin down) (eV) = 7.125 / 5.558

Structure (XYZ):
```
76
Properties=species:S:1:pos:R:3:forces:R:3:mulliken_spin:R:1
Pd 0.118 0.630 -1.154 0.49 -0.10 -0.58 1.728
O -0.301 -0.352 0.629 -0.06 0.21 0.09 0.075
S -1.208 -1.549 0.924 -0.07 0.00 0.05 0.007
C -2.856 -1.050 0.370 -0.01 0.00 0.01 0.001
C -2.970 -0.965 -1.145 -0.01 -0.01 0.00 0.005
C -2.731 -2.279 -1.906 -0.01 -0.01 0.00 -0.001
C -2.073 -2.046 -3.264 -0.01 0.00 -0.02 -0.005
S -0.255 -1.992 -3.150 -0.01 -0.01 -0.04 0.022
O 0.049 -1.544 -1.726 -0.05 -0.03 0.12 0.128
C 0.048 -3.749 -3.073 0.00 0.02 -0.01 0.001
C 0.346 -4.355 -1.865 0.00 -0.01 0.01 0.005
C 0.598 -5.721 -1.845 -0.01 0.00 0.00 -0.001
C 0.553 -6.456 -3.020 0.00 0.00 -0.01 0.000
C 0.267 -5.831 -4.228 0.00 -0.01 0.01 0.000
C 0.021 -4.469 -4.261 0.00 0.01 -0.01 0.001
C -1.464 -1.382 2.672 0.01 -0.02 -0.02 0.012
C -1.551 -0.111 3.226 0.02 0.00 -0.01 0.013
C -1.739 -0.010 4.595 -0.01 -0.01 0.00 -0.001
C -1.841 -1.155 5.377 0.00 0.00 0.00 0.002
C -1.748 -2.415 4.804 0.00 0.01 0.00 0.000
C -1.547 -2.536 3.436 0.01 -0.01 0.00 -0.001
H -3.048 -0.084 0.842 0.02 0.00 0.00 0.002
H -3.526 -1.799 0.802 0.00 -0.01 -0.01 0.001
H -2.301 -0.190 -1.515 -0.01 -0.01 0.01 -0.008
H -3.974 -0.592 -1.364 0.01 0.01 -0.01 -0.001
H -3.682 -2.789 -2.070 0.00 -0.01 0.01 0.000
H -2.117 -2.969 -1.319 0.01 0.02 0.00 0.000
H -2.356 -1.087 -3.697 0.00 0.00 0.00 0.001
H -2.289 -2.836 -3.983 0.00 0.00 0.01 0.000
H 0.394 -3.756 -0.965 0.01 0.00 0.00 -0.005
H 0.837 -6.207 -0.908 0.00 0.00 0.00 0.000
H 0.755 -7.519 -2.999 0.00 0.00 0.00 0.000
H 0.251 -6.403 -5.146 0.00 0.00 0.00 0.000
H -0.176 -3.968 -5.202 0.00 0.00 0.00 0.000
H -1.465 0.777 2.606 -0.02 -0.02 0.02 -0.009
H -1.807 0.969 5.049 0.00 0.00 0.00 0.000
H -1.987 -1.063 6.446 0.00 0.00 0.00 0.000
H -1.816 -3.302 5.419 0.00 0.00 0.00 0.000
H -1.448 -3.511 2.974 0.00 0.00 0.00 0.000
C -1.368 5.364 -0.279 -0.04 0.00 0.01 0.000
C -0.182 4.734 0.423 0.03 -0.04 0.09 0.009
O 0.606 5.769 1.042 -0.07 -0.02 -0.04 0.007
P -0.730 3.645 1.817 -0.14 0.02 -0.12 -0.005
O -1.248 4.705 2.889 0.06 -0.04 0.04 0.000
O 0.621 3.089 2.431 0.26 0.02 -0.12 0.004
O -1.756 2.627 1.539 0.03 0.06 -0.04 -0.002
P 0.893 3.754 -0.687 0.13 0.20 -0.08 0.009
O 1.142 4.579 -1.998 0.08 0.03 0.22 0.012
O 2.107 3.433 0.113 -0.08 -0.05 0.09 0.009
O -0.042 2.593 -1.110 -0.16 -0.13 0.33 0.304
H -1.968 5.933 0.432 0.00 0.00 0.00 0.000
H -1.993 4.589 -0.723 0.00 0.00 0.00 0.001
H -1.013 6.033 -1.062 0.01 -0.01 0.00 0.000
H 1.515 5.442 1.119 0.01 -0.03 -0.01 -0.002
H -0.624 5.444 2.953 0.00 0.01 0.00 0.000
H 1.340 3.010 1.751 -0.11 0.02 0.11 -0.011
H 0.893 4.059 -2.807 0.00 -0.05 -0.10 0.002
O 0.420 0.561 -5.309 0.02 -0.01 -0.06 0.030
Se 0.386 1.381 -3.943 -0.09 -0.24 0.16 -0.038
O 0.500 2.979 -4.069 -0.05 0.11 -0.06 0.007
O -0.974 0.898 -3.021 0.01 0.03 -0.08 0.343
O 1.503 0.798 -2.796 -0.07 0.06 0.06 0.360
Cl 5.024 1.571 -0.828 0.00 0.01 -0.01 0.018
C 4.289 1.240 0.700 -0.03 0.01 0.00 0.167
C 4.675 1.984 1.793 -0.01 0.02 0.00 -0.087
C 4.095 1.752 3.035 0.00 0.02 0.00 0.206
C 3.124 0.759 3.177 -0.02 0.02 0.01 -0.089
C 2.742 0.013 2.091 -0.01 0.00 -0.04 0.180
C 3.302 0.222 0.799 0.01 0.02 0.00 -0.072
C 2.883 -0.542 -0.292 -0.06 0.00 0.00 0.542
H 5.420 2.757 1.666 0.00 0.00 0.00 0.000
H 4.396 2.349 3.885 0.00 0.00 0.00 0.016
H 2.663 0.587 4.141 0.00 -0.01 0.00 -0.003
H 1.980 -0.749 2.193 -0.01 0.00 0.00 0.024
H 2.156 -1.328 -0.146 0.00 -0.02 0.00 0.061
H 3.263 -0.372 -1.287 0.03 -0.03 0.00 0.025
```
Positions in Å, forces in eV/Å.